{"formula": "C59H110O30", "method": "ωB97M-V/def2-TZVPD", "e_lumo_ev": 0.3, "e_tot_ha": -4571.2451, "species": ["O", "O", "O", "O", "O", "O", "O", "O", "O", "O", "O", "O", "O", "O", "O", "O", "O", "O", "O", "O", "O", "O", "O", "O", "O", "O", "O", "O", "O", "O", "C", "C", "C", "C", "C", "C", "C", "C", "C", "C", "C", "C", "C", "C", "C", "C", "C", "C", "C", "C", "C", "C", "C", "C", "C", "C", "C", "C", "C", "C", "C", "C", "C", "C", "C", "C", "C", "C", "C", "C", "C", "C", "C", "C", "C", "C", "C", "C", "C", "C", "C", "C", "C", "C", "C", "C", "C", "C", "C", "H", "H", "H", "H", "H", "H", "H", "H", "H", "H", "H", "H", "H", "H", "H", "H", "H", "H", "H", "H", "H", "H", "H", "H", "H", "H", "H", "H", "H", "H", "H", "H", "H", "H", "H", "H", "H", "H", "H", "H", "H", "H", "H", "H", "H", "H", "H", "H", "H", "H", "H", "H", "H", "H", "H", "H", "H", "H", "H", "H", "H", "H", "H", "H", "H", "H", "H", "H", "H", "H", "H", "H", "H", "H", "H", "H", "H", "H", "H", "H", "H", "H", "H", "H", "H", "H", "H", "H", "H", "H", "H", "H", "H", "H", "H", "H", "H", "H", "H", "H", "H", "H", "H", "H", "H", "H", "H", "H", "H", "H"], "positions_angstrom": [[2.444, 0.110, 4.876], [-0.835, 4.648, 1.370], [-4.965, -4.534, 0.591], [5.458, -4.537, -0.888], [-2.373, -5.400, 4.552], [3.992, -3.003, -1.633], [2.071, 7.943, 1.518], [-1.793, -3.821, 3.120], [-1.607, 5.474, -4.949], [0.668, 1.377, -6.289], [-4.614, -6.638, 1.243], [-4.588, 0.813, -0.360], [-0.508, -1.030, 0.524], [-0.529, -5.509, 3.318], [-6.056, -5.298, 2.282], [-2.906, -4.472, -3.978], [7.031, 1.458, 1.736], [3.349, 4.275, 5.184], [-5.523, -1.393, 4.725], [3.011, 3.496, -3.057], [4.341, -4.711, -2.821], [-0.819, -5.641, -0.551], [4.194, 1.754, -2.419], [-0.587, 3.790, -4.045], [1.199, 0.179, 0.369], [-1.986, 5.012, -2.782], [3.091, 6.429, 0.268], [-0.268, -0.097, -4.957], [-2.669, -2.542, -2.914], [-0.605, 0.748, -0.867], [-2.517, 6.568, -4.943], [2.873, 4.356, -4.227], [0.274, -5.179, 0.246], [1.945, 1.340, 0.039], [1.430, -4.844, -0.741], [0.147, -0.402, 5.062], [3.993, 2.607, -3.214], [-1.639, -4.973, 3.745], [3.083, 3.075, 4.482], [-3.678, 2.126, -2.030], [4.678, 2.824, -4.550], [-0.352, -5.987, -1.851], [-5.743, -0.670, 2.495], [-3.193, -2.552, -5.308], [-3.080, -4.955, -5.335], [-1.468, 4.777, -3.828], [-3.897, -4.526, -0.348], [3.626, 3.628, -5.339], [-5.233, 2.080, -0.206], [2.755, 3.512, 3.058], [-1.453, 3.740, 3.482], [2.008, -0.161, 3.545], [1.597, -0.696, -3.605], [0.834, 6.846, -0.284], [5.730, -0.517, 1.859], [-1.117, 5.041, 2.708], [-6.171, -1.752, 3.530], [4.205, -2.150, -0.510], [-4.086, 0.697, -1.708], [-5.153, -5.596, 1.345], [-1.560, 3.432, 1.082], [-0.045, 0.054, -0.057], [-1.740, -1.651, 0.064], [6.785, 0.236, 1.042], [4.670, -4.136, -1.669], [1.468, -0.318, 5.835], [6.068, 1.619, 2.762], [0.826, -5.058, -2.137], [-0.239, 2.969, -2.951], [-4.932, -0.102, 4.676], [5.020, -5.918, -3.199], [2.001, 7.135, 0.652], [-4.902, 2.867, -1.488], [-2.974, -3.127, -3.908], [-4.654, 0.137, 3.189], [0.637, -0.829, 3.676], [-0.121, -6.813, 3.755], [0.100, -0.917, -3.846], [2.063, -0.003, -4.888], [5.726, 0.198, 3.192], [1.302, 5.580, -0.984], [-2.870, -3.004, 3.522], [4.149, 5.056, 4.314], [3.677, 4.742, 2.875], [-6.364, -6.317, 3.221], [2.829, 5.620, -0.879], [-1.497, 2.654, 2.395], [-2.899, -3.733, -6.232], [0.791, 0.542, -5.487], [5.840, -5.654, -3.871], [-4.865, 2.552, 0.707], [-6.604, -0.019, 2.301], [-3.668, 2.278, -3.115], [-1.096, 2.977, 0.209], [4.072, 6.126, 4.489], [3.475, -1.369, -0.695], [-2.586, 3.713, 0.792], [-0.209, 5.532, 3.073], [5.226, -1.789, -0.451], [-2.550, -1.683, -5.399], [-2.527, -2.349, 4.328], [5.182, 2.118, 2.318], [-4.824, 0.289, -2.411], [0.843, -1.909, 3.627], [3.074, 5.537, 2.443], [6.531, -0.204, 3.822], [0.589, -5.993, 0.903], [-1.896, 5.815, 2.729], [0.925, 4.676, -0.493], [5.918, -1.589, 1.937], [-2.349, 7.136, -5.855], [4.282, -6.505, -3.736], [-2.747, 2.372, -1.537], [-1.704, -2.659, 0.463], [5.201, 4.770, 4.430], [-1.150, -5.868, -2.578], [-3.537, 6.199, -4.919], [3.378, 5.312, -4.025], [5.444, -6.444, -2.348], [-0.527, 3.425, -2.005], [2.770, -0.743, 3.026], [0.047, -6.818, 4.828], [0.790, 2.640, -3.007], [-6.777, -7.211, 2.752], [-0.460, -0.681, -2.942], [4.724, -0.392, 1.437], [1.422, 0.440, 6.620], [2.232, 2.591, 4.964], [-6.313, 1.919, -0.118], [-5.968, -2.779, 3.214], [-2.272, 7.250, -4.129], [3.898, 2.341, 4.501], [-7.115, -5.937, 3.913], [-3.228, -2.340, 2.734], [-0.078, 6.564, 0.235], [-5.746, 2.802, -2.179], [6.366, 0.432, 0.045], [2.949, 2.705, 2.343], [4.113, 4.266, -6.074], [3.242, 6.162, -1.738], [-1.780, -1.635, -1.021], [4.526, 4.517, 2.231], [0.940, 5.392, -2.000], [4.980, 1.843, -4.909], [4.812, 0.100, 3.777], [2.782, 0.786, -4.699], [-5.493, -6.574, 3.829], [-3.595, -3.756, -7.077], [1.717, 3.784, 2.903], [2.506, -0.686, -5.619], [1.331, 2.229, 0.166], [1.725, -3.802, -0.660], [-0.001, -7.027, -1.775], [-5.447, -1.005, 1.503], [1.885, 0.807, 3.032], [-3.760, -3.541, 3.847], [-0.862, -7.547, 3.453], [-2.419, 2.070, 2.497], [-0.702, 1.905, 2.460], [2.165, -1.606, -3.430], [0.777, 7.748, -0.892], [7.731, -0.290, 0.919], [-0.072, -4.307, 0.793], [6.310, 2.336, 3.548], [5.593, 3.415, -4.484], [2.942, 2.986, -5.906], [0.467, -4.164, -2.646], [-5.697, 0.612, 5.033], [-2.323, -5.724, -5.499], [1.746, -1.287, 6.268], [-4.068, -5.417, -5.420], [-0.852, 2.063, -2.949], [-1.951, -3.667, -6.768], [-4.237, -2.244, -5.390], [-0.363, 0.560, 5.067], [-3.903, -3.533, -0.774], [-0.098, -1.975, -4.038], [-3.229, 0.025, -1.650], [-2.585, -1.110, 0.503], [1.815, 4.540, -4.392], [-7.266, -1.706, 3.617], [-0.491, -1.185, 5.471], [2.818, 1.350, 0.681], [1.521, -5.592, -2.788], [-2.470, 3.833, 3.876], [-4.690, 3.933, -1.381], [-3.673, -0.286, 2.947], [2.238, -5.563, -0.629], [0.812, -6.967, 3.224], [3.971, -2.651, 0.430], [1.763, 0.036, -2.813], [-0.081, -0.695, 2.866], [2.293, 1.247, -0.987], [-4.642, 1.193, 2.920], [-4.050, 0.000, 5.304], [-0.802, 3.568, 4.333], [3.302, 4.650, -0.815], [-2.976, -4.738, 0.196], [-3.953, -5.306, -1.107]], "forces_ev_per_angstrom": [[0.111, -0.308, 0.273], [-0.084, -0.345, -0.375], [-0.817, 0.908, -0.145], [1.149, -0.575, 1.567], [-1.803, -1.464, 2.150], [-0.187, 0.338, 0.112], [-0.103, 0.431, 0.877], [0.129, 0.925, -1.348], [0.345, -0.319, -0.625], [-0.246, 2.214, -2.273], [1.199, -2.086, -0.356], [-0.095, -0.326, -0.251], [-0.494, -0.857, 0.250], [1.417, -0.324, -0.767], [-0.543, 0.632, 0.132], [-0.296, -0.361, -0.113], [0.609, 0.359, 0.234], [0.163, 0.163, 0.048], [0.714, -0.832, 1.089], [-0.716, 0.777, -0.276], [-0.237, -0.585, -0.494], [-0.382, 0.452, -0.165], [0.369, -1.083, 1.096], [0.165, 0.564, -0.858], [0.486, -0.121, 0.807], [-0.777, 0.308, 0.910], [0.274, -0.312, 0.198], [-0.778, -0.358, 0.551], [-0.477, 0.325, 0.586], [-0.181, 0.331, -0.114], [0.318, 0.390, 0.162], [0.813, 0.331, 0.142], [0.354, -0.261, -1.015], [-0.139, 0.063, -0.693], [-0.885, 0.178, -0.333], [0.585, -0.751, -0.027], [0.387, 0.760, -1.131], [0.622, 0.657, -0.736], [-1.150, -0.186, -0.001], [-1.377, -0.551, -1.062], [-0.290, 0.131, -0.116], [0.490, -0.105, 0.667], [-0.679, 0.318, -0.254], [-0.201, -0.319, 0.548], [0.263, -0.017, 0.260], [0.794, -0.264, -0.278], [0.729, -0.606, 0.492], [-0.006, -0.785, -0.480], [-0.105, 0.067, -0.419], [0.773, -0.318, -0.271], [-0.948, 0.636, -0.341], [-0.760, 1.046, -0.103], [0.417, 0.638, -0.536], [0.532, -1.019, 0.293], [-0.526, -0.338, 0.095], [0.749, -0.019, 0.077], [-0.330, 0.887, -1.264], [-0.501, -0.128, 0.150], [0.756, 0.195, 0.814], [-0.606, 0.963, 0.497], [0.329, 1.041, 0.301], [0.106, -0.494, -0.361], [0.211, 0.788, 0.372], [-0.630, 0.134, -0.182], [-0.511, 0.450, -1.537], [-0.291, 0.373, -0.324], [-1.433, 0.154, -0.501], [-0.329, -0.858, -0.076], [-1.256, -1.175, 0.866], [-1.272, 0.554, -0.879], [0.209, 0.405, -0.073], [-0.152, -0.119, -0.828], [0.261, 0.398, 0.312], [1.125, -0.239, -1.164], [0.543, -0.354, 0.233], [0.339, -1.001, -0.259], [-0.311, 0.522, -0.142], [0.625, -0.777, 0.696], [0.022, -0.365, 0.099], [0.662, 0.083, 0.755], [0.057, -1.060, -0.695], [-0.819, 0.883, 0.754], [0.291, 0.005, -0.843], [-0.455, -0.413, 0.098], [0.011, -0.441, 0.615], [-0.594, 0.777, -0.656], [-0.699, -0.728, -0.012], [-0.558, 0.342, -1.040], [0.649, -1.644, 1.768], [-0.081, -0.030, -0.013], [0.044, -0.007, 0.001], [0.067, -0.016, 0.104], [0.628, 0.065, 0.144], [0.110, -0.185, 0.145], [-0.230, -0.072, 0.545], [0.244, 0.371, 0.287], [0.061, -0.244, 0.233], [-0.056, -0.113, 0.077], [0.065, 0.094, -0.265], [-0.005, 0.080, -0.201], [-0.135, -0.165, 0.098], [-0.086, -0.417, -0.038], [-0.094, 0.126, 0.195], [-0.318, 0.045, 0.465], [0.448, 0.159, 0.099], [-0.008, 0.205, -0.039], [-0.095, 0.231, 0.282], [-0.234, -0.362, 0.015], [0.039, 0.384, 0.529], [0.062, 0.073, 0.013], [0.036, -0.327, -0.201], [0.050, -0.182, 0.054], [0.101, 0.211, -0.013], [0.026, -0.048, -0.118], [0.033, -0.005, 0.039], [-0.210, -0.202, 0.131], [-0.146, 0.121, 0.237], [-0.225, -0.194, 0.225], [-0.245, 0.001, 0.128], [0.550, 0.314, 0.015], [-0.160, -0.144, -0.057], [-0.097, -0.090, 0.093], [0.239, 0.482, -0.059], [0.225, 0.055, -0.175], [-0.325, 0.414, -0.312], [0.242, -0.025, -0.234], [0.160, -0.146, 0.050], [0.099, 0.020, 0.124], [0.033, 0.076, 0.139], [0.500, 0.071, 0.251], [-0.361, -0.207, 0.244], [0.233, 0.321, 0.098], [0.007, 0.332, -0.293], [0.583, -0.348, -0.470], [-0.114, 0.771, 0.188], [0.153, -0.162, -0.105], [0.274, 0.192, 0.041], [0.145, 0.190, 0.097], [-0.194, 0.290, 0.176], [0.142, -0.152, -0.003], [-0.085, -0.111, 0.027], [-0.068, 0.149, -0.116], [0.223, 0.620, -0.115], [-0.166, 0.033, -0.375], [-0.129, 0.097, -0.167], [0.019, 0.105, -0.114], [0.058, -0.068, -0.300], [-0.211, -0.075, 0.288], [-0.316, 0.111, 0.298], [-0.045, 0.000, 0.042], [0.102, 0.160, 0.030], [0.499, -0.127, 0.316], [-0.113, -0.010, -0.464], [0.151, -0.353, 0.154], [0.260, -0.154, 0.008], [0.307, -0.348, 0.159], [-0.038, -0.115, 0.128], [0.124, -0.012, 0.025], [0.319, 0.384, -0.186], [-0.128, -0.053, 0.328], [-0.430, -0.137, -0.244], [-0.002, -0.068, 0.142], [0.084, -0.107, 0.315], [0.973, -0.356, -0.014], [-0.027, -0.028, 0.483], [0.068, -0.076, 0.211], [0.161, 0.205, 0.199], [0.318, 0.045, -0.007], [-0.098, 0.084, 0.068], [0.029, 0.081, -0.063], [0.099, 0.173, 0.039], [0.024, 0.027, -0.393], [0.354, -0.091, 0.697], [0.039, 0.141, 0.004], [-0.081, 0.026, -0.141], [0.078, 0.075, -0.194], [-0.133, 0.119, -0.461], [-0.138, -0.073, -0.138], [0.035, -0.055, -0.245], [0.008, -0.210, -0.084], [0.124, 0.063, 0.384], [-0.221, 0.238, 0.150], [-0.041, 0.009, 0.191], [0.100, 0.338, -0.131], [0.170, 0.040, 0.173], [-0.085, -0.053, 0.414], [-0.016, 0.193, -0.016], [0.323, 0.357, 0.267], [0.062, -0.192, 0.058], [-0.038, -0.130, -0.080], [-0.084, -0.352, 0.317], [0.252, 0.526, 0.004], [0.009, 0.275, -0.099], [-0.066, -0.036, -0.016], [-0.012, -0.477, 0.129], [0.270, -0.188, -0.138], [0.103, -0.078, 0.337], [0.157, 0.233, -0.159], [-0.438, 0.068, -0.042]]}